Arrangement w

CH11O5 | ωB97M-V/def2-TZVPD

## Properties
Charge: -1
Multiplicity: 1
Kohn-Sham gap (eV): 7.73
Lowest unoccupied orbital energy (eV): 3.499
Molar mass (g/mol): 103.1

```
17
Properties=species:S:1:pos:R:3:lowdin_charge:R:1
C 0.14 -1.00 0.33 -0.3647
O -0.59 -0.17 -0.43 -0.4188
H -0.27 -1.14 1.32 0.0293
H 0.10 -2.09 -0.29 0.1023
H 1.17 -0.48 0.50 0.0696
H 0.83 0.66 -1.44 -0.0018
H 2.28 0.38 -1.74 0.0125
O 1.66 1.12 -1.73 -0.1113
H -1.65 -0.19 -2.07 -0.0009
H -1.00 -0.30 -3.27 0.0189
O -1.82 0.12 -2.99 -0.1104
H 1.60 -0.20 3.15 0.0201
H 2.67 0.78 3.66 0.0253
O 2.54 -0.10 3.31 -0.0602
H -1.76 0.50 0.29 0.0096
H -3.29 1.35 0.50 0.0031
O -2.61 0.76 0.90 -0.2229
```


Arrangement x

CH11O5 | ωB97M-V/def2-TZVPD

## Properties
Charge: -1
Multiplicity: 1
Kohn-Sham gap (eV): 8.83
Lowest unoccupied orbital energy (eV): 3.838
Molar mass (g/mol): 103.1

```
17
Properties=species:S:1:pos:R:3:lowdin_charge:R:1
C -0.70 1.00 -1.26 -0.2803
O 0.21 0.02 -0.95 -0.3290
H -1.17 0.78 -2.27 0.0620
H -1.47 1.14 -0.48 0.0671
H -0.21 1.97 -1.46 0.0582
H -1.50 -0.55 3.67 -0.0049
H -0.49 -0.86 2.44 -0.0302
O -0.59 -0.57 3.39 -0.1265
H 1.35 1.03 0.91 0.0104
H 2.02 1.27 2.29 0.0243
O 2.08 1.50 1.35 -0.0796
H 0.48 -0.76 -3.82 -0.0087
H 0.70 -0.76 -2.35 -0.0188
O 0.98 -1.25 -3.17 -0.1129
H -0.15 -0.88 -0.14 -0.0024
H -1.24 -1.69 1.00 -0.0030
O -0.33 -1.39 0.89 -0.2256
```


We find arrangement x to be the most stable, with the next structure 0.0323 hartree higher.


Arrangement w

C6H17N2 | ωB97M-V/def2-TZVPD

## Properties
Charge: +2
Multiplicity: 2
Kohn-Sham gap (spin up / spin down) (eV): 12.89 / 8.87
Lowest unoccupied orbital energy (spin up / spin down) (eV): -6.925 / -11.701
Molar mass (g/mol): 117.2

```
25
Properties=species:S:1:pos:R:3:lowdin_charge:R:1
C -0.44 -0.53 -0.43 -0.1063
N 0.16 -1.36 0.57 0.1358
C 1.14 -2.37 0.35 -0.1379
C 0.75 -3.35 -0.83 0.0165
C -0.80 0.89 0.07 -0.2641
N 0.43 1.64 0.60 0.0561
C 0.25 3.13 0.86 0.0598
C -1.57 1.67 -1.00 -0.0093
H 0.12 -0.48 -1.36 0.1580
H -1.41 -0.97 -0.71 0.1742
H -0.46 -1.65 1.33 0.1918
H 2.08 -1.91 0.02 0.1562
H 1.29 -2.92 1.27 0.1423
H 1.57 -3.54 -1.52 0.1004
H -0.02 -2.89 -1.46 0.0775
H 0.40 -4.28 -0.40 0.1018
H -1.43 0.82 0.94 0.1555
H 0.70 1.21 1.48 0.1701
H 1.19 1.52 -0.07 0.1836
H 1.20 3.60 0.63 0.1202
H 0.08 3.27 1.93 0.1173
H -0.60 3.50 0.31 0.0917
H -2.47 2.12 -0.58 0.1105
H -1.98 1.01 -1.76 0.1063
H -0.99 2.47 -1.43 0.0918
```


Arrangement x

C6H17N2 | ωB97M-V/def2-TZVPD

## Properties
Charge: +2
Multiplicity: 2
Kohn-Sham gap (spin up / spin down) (eV): 12.13 / 6.72
Lowest unoccupied orbital energy (spin up / spin down) (eV): -6.964 / -12.325
Molar mass (g/mol): 117.2

```
25
Properties=species:S:1:pos:R:3:lowdin_charge:R:1
C -0.24 -0.67 -0.43 -0.0500
N -0.22 -0.10 1.03 0.1906
C 1.03 0.53 1.57 -0.1399
C 2.31 -0.30 1.75 -0.1343
C 2.35 -1.65 0.92 -0.0383
C -0.49 0.56 -1.26 -0.1255
N -1.80 1.30 -1.00 0.0675
C -2.85 0.71 -1.97 0.0492
H 0.59 -1.20 -0.86 0.1325
H -1.20 -1.18 -0.44 0.1361
H -0.68 -0.79 1.60 0.1603
H 1.40 1.47 1.01 0.1693
H 0.64 0.98 2.48 0.1337
H 2.60 -0.32 2.83 0.1523
H 2.99 0.42 1.29 0.1154
H 2.22 -1.73 -0.09 0.0265
H 3.21 -2.14 1.23 0.0778
H 1.48 -2.22 1.39 0.1102
H 0.42 1.13 -1.21 0.1400
H -0.58 0.23 -2.25 0.1204
H -2.09 1.18 0.00 0.1857
H -1.73 2.30 -1.10 0.1788
H -2.86 1.20 -2.91 0.1045
H -3.83 0.58 -1.37 0.1530
H -2.65 -0.31 -2.21 0.0844
```


We find arrangement w to be the most stable, with the next structure 0.0845 hartree higher.


Arrangement w

C5H15NOS | ωB97M-V/def2-TZVPD

## Properties
Multiplicity: 1
Structure (SMILES): CNCCCCS.O
Kohn-Sham gap (eV): 8.91
Lowest unoccupied orbital energy (eV): 0.488
Molar mass (g/mol): 137.2

```
23
Properties=species:S:1:pos:R:3:lowdin_charge:R:1
C 0.46 -0.31 0.55 -0.2051
C 0.74 1.11 0.02 -0.3088
C -0.17 2.24 0.51 -0.5638
S -1.36 2.72 -0.77 0.6777
C -0.44 -1.14 -0.45 -0.2056
N 0.40 -2.13 -1.20 -0.1587
C 1.38 -1.50 -2.10 -0.1502
H 1.44 -0.81 0.66 0.1056
H 0.04 -0.37 1.54 0.0636
H 1.74 1.33 0.38 0.0967
H 0.82 1.08 -1.08 0.0840
H 0.53 3.10 0.54 0.0640
H -0.62 2.03 1.48 0.0617
H -2.57 2.42 -0.19 -0.1366
H -0.99 -0.49 -1.16 0.1084
H -1.01 -1.87 0.20 0.1128
H 0.84 -2.72 -0.50 0.0889
H 1.99 -0.66 -1.78 0.0650
H 1.95 -2.34 -2.50 0.0692
H 0.74 -1.27 -2.99 0.0876
H -2.46 -0.71 2.59 0.0407
H -1.62 0.27 3.58 0.0563
O -1.85 0.02 2.67 -0.0534
```


Arrangement x

C5H15NOS | ωB97M-V/def2-TZVPD

## Properties
Multiplicity: 1
Structure (SMILES): CSCC[C@@H](C)N.O
Kohn-Sham gap (eV): 9.05
Lowest unoccupied orbital energy (eV): 0.835
Molar mass (g/mol): 137.2

```
23
Properties=species:S:1:pos:R:3:lowdin_charge:R:1
C 1.03 2.60 -0.88 -0.0474
C 0.57 1.08 -0.57 -0.3348
C 0.87 0.96 0.95 -0.2325
C 0.33 -0.01 2.06 -0.4215
S -1.39 -0.73 1.67 0.7605
C -1.05 -2.03 0.55 -0.4798
N 1.31 0.29 -1.65 0.0033
H 1.10 3.09 0.07 0.0420
H 2.09 2.63 -1.30 0.0879
H 0.39 3.05 -1.62 0.0683
H -0.47 0.87 -0.77 0.1100
H 0.46 1.95 1.35 0.1122
H 1.93 1.01 1.24 0.1105
H 0.99 -0.94 2.10 0.0818
H 0.13 0.43 3.00 0.0321
H -1.76 -2.87 0.57 0.0395
H -1.12 -1.58 -0.44 -0.0073
H -0.08 -2.55 0.62 0.0465
H 1.85 -0.45 -1.23 0.0794
H 1.95 0.93 -2.09 0.0544
H -0.05 -0.35 -2.58 -0.0164
H -0.23 -1.76 -3.46 0.0221
O -0.59 -1.14 -2.82 -0.1110
```


We find arrangement w to be the most stable, with the next structure 0.0102 hartree higher.


Arrangement w

CH2F3OPS | ωB97M-V/def2-TZVPD

## Properties
Multiplicity: 1
Kohn-Sham gap (eV): 8.05
Lowest unoccupied orbital energy (eV): -0.099
Molar mass (g/mol): 150.1

```
9
Properties=species:S:1:pos:R:3:lowdin_charge:R:1
C 3.10 -0.45 -0.09 -0.7819
O -0.12 2.86 0.09 -0.7632
F 3.21 -1.24 -1.20 0.0779
F 3.34 -1.20 0.95 0.1477
F 4.06 0.43 -0.25 0.1296
P 1.32 0.43 -0.02 0.7439
S 1.24 2.40 0.59 0.4827
H 0.87 0.15 -1.26 -0.0379
H 0.39 -0.60 0.37 0.0012
```


Arrangement x

CH2F3OPS | ωB97M-V/def2-TZVPD

## Properties
Multiplicity: 1
Kohn-Sham gap (spin up / spin down) (eV): 6.79 / 6.78
Lowest unoccupied orbital energy (spin up / spin down) (eV): -1.382 / -1.380
Molar mass (g/mol): 150.1

```
9
Properties=species:S:1:pos:R:3:lowdin_charge:R:1
C -1.50 0.30 0.08 -0.7830
O 3.05 0.60 -0.96 -0.7454
F -1.54 0.78 -1.10 0.1529
F -1.91 1.18 0.98 0.1128
F -2.35 -0.75 0.18 0.0859
P 0.53 -0.23 0.29 0.7794
S 2.67 0.41 0.47 0.5156
H 0.40 -1.43 0.96 -0.0584
H 0.64 -0.86 -0.90 -0.0597
```


We find arrangement w to be the most stable, with the next structure 0.0057 hartree higher.